No. 1
ORCA calculation (ωB97M-V/def2-TZVPD) on a structure of composition C41H32ClN8O6PS4W at a distorted geometry.

CARTESIAN COORDINATES (ANGSTROEM)
C 7.90083 20.56465 12.70596
C 16.53764 14.11361 11.91988
C 7.98086 19.63152 11.65830
Cl 18.03334 9.34170 13.75026
C 13.45944 12.42348 8.55385
C 9.32614 15.97609 14.29918
H 11.24688 9.27600 14.22723
C 9.13571 19.06989 14.12276
C 14.38220 10.26293 14.81439
N 11.98304 12.25569 14.17256
C 17.22904 16.36959 11.09050
C 17.81694 11.98939 12.78110
C 10.84159 9.94029 13.44258
P 16.05147 12.92376 9.00248
N 15.94947 10.80718 12.98432
H 14.26915 15.43236 8.54876
C 9.20102 18.16416 13.12092
H 12.77947 7.36781 15.31804
H 15.01330 17.65564 8.85286
H 14.49133 11.24607 15.17870
H 13.92616 6.73907 13.25887
C 14.32664 8.94699 9.62334
O 15.20657 14.21081 11.22499
C 19.07820 12.35698 6.36866
O 20.00819 11.27832 13.07004
H 14.53852 13.93176 7.36823
O 12.78865 11.48664 8.24196
C 17.13552 14.91145 10.72534
H 17.78448 15.16003 4.93680
N 13.67264 10.72554 11.08548
C 12.69374 13.24012 14.65004
C 15.82752 14.53767 9.93892
H 11.47249 8.19942 11.20922
H 18.45771 11.44139 8.19088
C 12.60277 10.01163 11.48165
C 8.59176 18.40594 11.88363
H 8.57799 17.57983 11.18314
N 15.54230 12.03726 12.51140
H 15.01202 8.53935 8.89709
C 13.45779 8.08316 14.89435
C 16.45732 17.24992 10.46360
H 12.80796 14.43474 16.31973
C 14.53661 10.15947 10.24953
C 17.28504 10.77404 13.18222
H 14.96640 12.29182 6.98325
C 13.57774 9.35296 15.43664
O 18.38117 14.34340 10.34308
C 17.16709 14.30493 6.80089
H 16.37085 15.01290 6.90262
N 12.49005 13.53440 15.98022
H 11.71767 13.04834 16.43556
C 14.65271 12.92688 7.77356
C 8.44374 20.26559 13.93090
C 14.09309 7.73366 13.70686
H 8.31718 20.95085 14.77623
H 10.25415 9.32493 12.74538
C 16.67607 12.78254 12.33869
H 15.40875 8.38222 12.18417
H 16.55548 18.32737 10.73548
H 18.69028 14.80460 9.53353
H 15.41677 10.74124 10.01990
H 9.60018 18.81788 15.06800
H 19.53319 13.44978 4.53231
S 8.12382 16.20980 15.42047
W 13.65810 12.84883 11.69759
H 12.93231 7.40583 9.29559
C 18.92538 13.36042 5.43804
N 9.82069 16.91321 13.40230
C 13.18458 8.26183 9.88086
O 19.78901 13.39897 12.45292
C 15.45692 16.89928 9.46577
H 19.16776 13.87769 11.87644
S 13.80271 14.20418 13.79220
C 17.33295 13.27374 7.72902
H 7.42742 21.54643 12.55832
S 11.70098 14.33688 11.21889
N 12.37236 11.80421 12.91246
H 13.01109 9.66083 16.31742
C 11.90059 10.62002 12.58799
H 19.86387 11.63418 6.28180
H 17.99775 16.58050 11.79836
S 10.07518 14.49314 13.96487
C 19.27136 12.17520 12.75996
C 18.28961 12.30520 7.50833
C 15.11380 15.63706 9.20332
C 12.36873 8.73105 10.90784
N 10.65383 16.42522 12.45186
C 15.06421 9.92367 13.63809
H 10.27527 10.74101 13.89494
C 14.91199 8.66552 13.08574
C 17.95609 14.37977 5.66248
O 13.44043 13.09261 9.66799
C 10.91885 15.19239 12.58077
H 7.56080 19.82839 10.71947

Summary:
* HOMO (spin up / spin down): -7.08 / -7.25 eV
* frontier orbital gap (spin up / spin down): 5.99 / 5.57 eV
* energy above the lowest of the compared OMol25 structures with the same formula, charge and spin: 385.82 kJ/mol
* total energy: -4932.4124 Eh
* 2S+1: 3

Population analysis type Mulliken, resulting atomic charges in e: number 1, C, carries -0.38; number 2, C, carries -1.87; number 3, C, carries -0.69; number 4, Cl, carries -0.12; number 5, C, carries -0.20; number 6, C, carries 0.17; number 7, H, carries 0.11; number 8, C, carries -0.22; number 9, C, carries -0.33; number 10, N, carries -1.24; number 11, C, carries -1.20; number 12, C, carries -0.67; number 13, C, carries -1.79; number 14, P, carries 0.00; number 15, N, carries 0.69; number 16, H, carries 0.43; number 17, C, carries 0.05; number 18, H, carries 0.42; number 19, H, carries 0.57; number 20, H, carries 0.73; number 21, H, carries 0.38; number 22, C, carries -1.45; number 23, O, carries -0.28; number 24, C, carries -0.74; number 25, O, carries -0.60; number 26, H, carries 0.49; number 27, O, carries -0.66; number 28, C, carries 2.35; number 29, H, carries 0.43; number 30, N, carries 1.04; number 31, C, carries 0.77; number 32, C, carries 0.77; number 33, H, carries 0.41; number 34, H, carries 0.33; number 35, C, carries 0.67; number 36, C, carries -0.26; number 37, H, carries 0.42; number 38, N, carries 0.73; number 39, H, carries 0.55; number 40, C, carries -0.63; number 41, C, carries -0.77; number 42, H, carries 0.23; number 43, C, carries 0.20; number 44, C, carries 0.59; number 45, H, carries 0.72; number 46, C, carries -0.85; number 47, O, carries -0.70; number 48, C, carries -0.12; number 49, H, carries 0.37; number 50, N, carries -0.46; number 51, H, carries 0.27; number 52, C, carries -1.03; number 53, C, carries -0.54; number 54, C, carries -0.90; number 55, H, carries 0.33; number 56, H, carries 0.59; number 57, C, carries 0.52; number 58, H, carries 0.66; number 59, H, carries 0.36; number 60, H, carries 0.42; number 61, H, carries 0.16; number 62, H, carries 0.39; number 63, H, carries 0.37; number 64, S, carries -0.34; number 65, W, carries 1.73; number 66, H, carries 0.53; number 67, C, carries -0.48; number 68, N, carries 0.63; number 69, C, carries -1.07; number 70, O, carries -0.61; number 71, C, carries -0.78; number 72, H, carries 0.33; number 73, S, carries -0.85; number 74, C, carries 0.46; number 75, H, carries 0.34; number 76, S, carries -0.35; number 77, N, carries 1.06; number 78, H, carries 0.36; number 79, C, carries 0.89; number 80, H, carries 0.42; number 81, H, carries 0.59; number 82, S, carries -0.04; number 83, C, carries 0.45; number 84, C, carries -0.03; number 85, C, carries -1.08; number 86, C, carries -0.67; number 87, N, carries -0.76; number 88, C, carries -1.09; number 89, H, carries 0.37; number 90, C, carries 0.35; number 91, C, carries -0.87; number 92, O, carries -0.24; number 93, C, carries 0.35; number 94, H, carries 0.42

No. 2
ORCA calculation (ωB97M-V/def2-TZVPD) on the ion H3N2O2S with charge -1 at a distorted geometry.

CARTESIAN COORDINATES (ANGSTROEM)
N 0.54186 0.51266 0.49139
O -0.58731 -1.19098 2.09910
H 0.31217 0.78864 -0.50876
H -0.91470 -2.14173 -1.15724
H 0.13568 1.18824 1.10725
O -2.25283 0.22822 0.20613
N -0.24941 -2.12491 -0.33162
S -0.58942 -0.86873 0.68109

Summary:
* HOMO (spin up / spin down): -4.24 / -4.24 eV
* charge: -1
* frontier orbital gap (spin up / spin down): 8.51 / 8.51 eV
* energy above the lowest of the compared OMol25 structures with the same formula, charge and spin: 325.98 kJ/mol
* total energy: -659.8863 Eh
* SMILES: N=[S@@](N)(=O)[O-]

Population analysis type natural (NBO), resulting atomic charges in e: number 1, N, carries -1.02; number 2, O, carries -0.95; number 3, H, carries 0.38; number 4, H, carries 0.37; number 5, H, carries 0.37; number 6, O, carries -0.99; number 7, N, carries -1.17; number 8, S, carries 2.02

- Which of these has the lowest total energy?
  C41H32ClN8O6PS4W